1.
A 2-piece molecular cluster, C3H6N2O4 overall in a non-equilibrium geometry, computed with ωB97M-V/def2-TZVPD.

The geometry in ORCA input format:
```
! wB97M-V def2-TZVPD RIJCOSX def2/J DEFGRID3
* xyz 0 1
C 2.68 0.16 0.92
C -1.11 -0.99 -0.69
C 0.21 0.52 0.61
N 2.63 -1.02 1.02
N 0.31 1.47 -0.26
O 0.63 2.71 0.33
O 3.02 1.27 0.83
O 0.15 1.47 -1.48
O -0.17 -0.75 0.36
H -0.86 -0.44 -1.59
H -2.11 -0.71 -0.35
H -1.06 -2.06 -0.87
H 0.37 0.77 1.65
H 0.95 3.29 -0.39
H 1.88 -1.67 1.06
*
```

Results
- HOMO-LUMO gap: 9.59 eV
- SMILES: CO/C=[N+](\[O-])O.N=C=O
- Energy relative to the best compared isomer or geometry (same formula, charge and spin): 569.3 kJ/mol
- LUMO level: 0.025 Eh
- Calculated total energy: -14374.1247 eV

***

2.
A 2-piece molecular cluster, C6H11BO overall in a non-equilibrium geometry, computed with ωB97M-V/def2-TZVPD.

The geometry in ORCA input format:
```
! wB97M-V def2-TZVPD RIJCOSX def2/J DEFGRID3
* xyz 0 1
B 1.50 -0.93 -0.24
C 0.13 -1.92 1.68
C -1.04 -0.90 -0.23
C -1.83 0.09 0.17
C 0.19 -1.28 0.53
C 2.63 2.03 0.18
C -2.86 0.78 -0.76
O 1.91 -1.35 -1.47
H -0.71 -2.22 2.19
H 1.14 -2.16 2.18
H -0.99 -1.44 -1.10
H -1.50 0.57 1.07
H 3.27 2.47 -0.60
H 3.24 1.72 1.07
H 1.83 2.54 0.60
H -3.93 0.88 -0.46
H -2.52 1.80 -1.05
H -2.90 0.10 -1.71
H 2.44 -0.79 -2.03
*
```

Results
- HOMO-LUMO gap (alpha / beta): 8.93 / 7.07 eV
- Energy relative to the best compared isomer or geometry (same formula, charge and spin): 524.5 kJ/mol
- LUMO level (alpha / beta): 0.007 / 0.004 Eh
- Calculated total energy: -9119.2540 eV

***

3.
An isolated ion of composition C6H10NS and charge +1 in a non-equilibrium geometry, computed with ωB97M-V/def2-TZVPD.

The geometry in ORCA input format:
```
! wB97M-V def2-TZVPD RIJCOSX def2/J DEFGRID3
* xyz 1 1
C 0.51 1.89 0.82
C 0.61 2.61 -0.34
C -1.10 0.86 -0.69
C -0.25 -0.30 -0.25
C -1.10 -1.57 0.03
C 1.14 -0.54 -0.84
N -0.38 0.82 0.81
S -0.53 2.26 -1.53
H 1.08 2.07 1.75
H 1.28 3.44 -0.43
H -2.19 0.73 -0.58
H -0.35 -2.32 0.55
H -1.40 -2.06 -0.94
H -1.86 -1.28 0.75
H 1.47 -1.56 -0.55
H 1.73 0.21 -0.29
H 1.19 -0.21 -1.90
H -1.02 0.51 1.55
*
```

Results
- HOMO-LUMO gap: 9.83 eV
- SMILES: CC1(C)[C@@H]2SC=C[N@@H+]21
- Energy relative to the best compared isomer or geometry (same formula, charge and spin): 119.9 kJ/mol
- LUMO level: -0.126 Eh
- Calculated total energy: -18700.6691 eV

***

4.
C18H28N8O4RhS as an isolated structure, computed with ωB97M-V/def2-TZVPD.

The geometry in ORCA input format:
```
! wB97M-V def2-TZVPD RIJCOSX def2/J DEFGRID3
* xyz 1 1
Rh 0.08 -0.67 -0.12
C 1.44 -2.49 2.77
C 1.54 -1.01 2.45
C 1.94 -0.19 3.65
O 0.21 -0.55 1.98
C 2.53 -0.82 1.29
O 3.71 -0.75 1.46
O 2.00 -0.75 0.07
H 0.76 -2.65 3.61
H 2.43 -2.85 3.04
H 1.08 -3.05 1.92
H 1.29 -0.42 4.50
H 1.90 0.88 3.45
H 2.97 -0.43 3.91
H 0.01 0.31 2.38
S 0.09 -1.83 -4.43
C 1.61 -1.22 -3.98
C 1.60 -0.83 -2.68
N 0.38 -1.01 -2.07
C -0.50 -1.54 -2.88
H 2.44 -1.19 -4.67
H 2.43 -0.47 -2.10
H -1.50 -1.79 -2.58
C 1.58 2.03 0.16
N 0.26 1.46 -0.28
C 0.04 1.90 -1.70
N 0.07 3.34 -1.84
C 1.37 3.82 -1.38
N 1.61 3.47 0.02
C 0.54 4.06 0.83
N -0.77 3.57 0.41
C -0.81 2.14 0.54
C -0.98 3.92 -1.00
H 2.37 1.57 -0.44
H 1.74 1.77 1.21
H -0.93 1.51 -2.02
H 0.83 1.47 -2.31
H 1.41 4.91 -1.49
H 2.16 3.39 -2.00
H 0.57 5.14 0.73
H 0.71 3.80 1.88
H -1.78 1.75 0.23
H -0.65 1.88 1.59
H -0.95 5.01 -1.10
H -1.95 3.56 -1.32
C -3.22 -1.87 1.10
C -3.01 -1.21 -0.22
C -4.00 -1.46 -1.31
O -2.06 -0.45 -0.40
H -4.25 -2.21 1.23
H -2.93 -1.20 1.91
H -2.56 -2.74 1.14
H -4.96 -1.03 -1.02
H -4.16 -2.54 -1.40
H -3.68 -1.03 -2.25
N -0.29 -2.62 -0.01
C -0.35 -3.76 -0.31
N -0.40 -4.94 -0.72
C -0.46 -6.05 0.00
N -0.52 -7.05 0.56
*
```

Results
- HOMO-LUMO gap: 7.67 eV
- Energy relative to the best compared isomer or geometry (same formula, charge and spin): 0.0 kJ/mol
- LUMO level: -0.137 Eh
- Calculated total energy: -53068.2736 eV

***

5.
One molecule with the formula C18H16FN3O4 in a non-equilibrium geometry, computed with ωB97M-V/def2-TZVPD.

The geometry in ORCA input format:
```
! wB97M-V def2-TZVPD RIJCOSX def2/J DEFGRID3
* xyz 0 1
C -3.26 -5.05 -1.26
C -3.61 -4.38 0.06
H -3.13 -4.91 0.89
H -4.69 -4.34 0.21
O -3.19 -3.02 0.08
C -1.91 -2.78 0.40
O -1.10 -3.63 0.69
C -1.61 -1.33 0.36
C -0.34 -0.92 0.64
C 0.10 0.44 0.66
C -0.69 1.58 0.80
N 0.11 2.64 0.62
N 1.36 2.28 0.35
C 1.41 0.96 0.39
C 2.65 0.25 0.15
C 3.54 0.73 -0.82
C 4.73 0.08 -1.07
C 5.04 -1.05 -0.34
C 4.19 -1.54 0.64
C 3.00 -0.89 0.89
H 2.36 -1.24 1.67
H 4.48 -2.42 1.21
F 6.20 -1.69 -0.58
H 5.42 0.44 -1.82
H 3.27 1.62 -1.37
C -0.28 4.02 0.61
C -1.17 4.33 -0.61
C -2.46 3.55 -0.49
O -3.23 3.67 0.43
O -2.61 2.68 -1.47
H -3.35 2.06 -1.31
H -0.66 4.06 -1.54
H -1.39 5.40 -0.61
H -0.83 4.25 1.52
H 0.64 4.61 0.57
H -1.71 1.67 1.08
H 0.39 -1.70 0.81
C -2.63 -0.46 -0.05
N -3.43 0.25 -0.46
H -2.18 -5.09 -1.38
H -3.66 -6.06 -1.27
H -3.69 -4.49 -2.09
*
```

Results
- HOMO-LUMO gap: 8.20 eV
- SMILES: CCOC(=O)/C(C#N)=C/c1cn(CCC(=O)O)nc1-c1ccc(F)cc1
- Energy relative to the best compared isomer or geometry (same formula, charge and spin): 0.0 kJ/mol
- LUMO level: -0.024 Eh
- Calculated total energy: -34303.6982 eV

***

6.
A 7-piece molecular cluster, C7H28O7 overall in a non-equilibrium geometry, computed with ωB97M-V/def2-TZVPD.

The geometry in ORCA input format:
```
! wB97M-V def2-TZVPD RIJCOSX def2/J DEFGRID3
* xyz 0 1
C 3.69 2.11 0.60
O 4.61 2.28 -0.51
H 4.22 1.74 1.48
H 3.21 3.00 1.02
H 3.05 1.25 0.43
H 5.24 1.55 -0.53
C -3.18 2.57 -1.22
O -2.64 3.24 -0.14
H -4.23 2.86 -1.32
H -2.74 2.74 -2.21
H -3.10 1.50 -1.04
H -1.69 3.08 -0.10
C 1.01 -5.03 -0.60
O 1.41 -3.83 -0.02
H 0.24 -4.72 -1.31
H 1.85 -5.50 -1.11
H 0.55 -5.67 0.16
H 1.04 -3.02 -0.39
C -0.02 2.59 1.66
O -0.04 3.31 0.39
H -0.27 1.54 1.54
H 0.86 2.63 2.29
H -0.82 3.06 2.23
H 0.16 4.22 0.61
C -3.09 -1.57 -2.61
O -1.95 -1.39 -3.39
H -3.71 -2.43 -2.87
H -2.78 -1.71 -1.58
H -3.69 -0.66 -2.63
H -2.04 -0.99 -4.26
C 1.08 -1.14 3.31
O 0.61 0.15 3.80
H 1.94 -1.21 3.97
H 0.35 -1.95 3.29
H 1.39 -1.06 2.27
H 1.38 0.66 4.05
C -0.29 -0.45 -0.60
O -0.04 -1.71 -1.25
H -1.10 -0.41 0.12
H 0.65 -0.15 -0.12
H -0.58 0.27 -1.36
H -0.56 -1.75 -2.06
*
```

Results
- HOMO-LUMO gap: 10.10 eV
- SMILES: CO.CO.CO.CO.CO.CO.CO
- Energy relative to the best compared isomer or geometry (same formula, charge and spin): 436.8 kJ/mol
- LUMO level: 0.018 Eh
- Calculated total energy: -22041.3511 eV

***

7.
A 10-piece molecular cluster, H19O10 overall, computed with ωB97M-V/def2-TZVPD.

The geometry in ORCA input format:
```
! wB97M-V def2-TZVPD RIJCOSX def2/J DEFGRID3
* xyz -1 1
O -14.71 25.44 -18.22
H -14.91 25.99 -17.44
O -12.44 28.08 -21.08
H -12.03 27.57 -21.78
H -12.98 27.45 -20.60
O -14.24 23.02 -14.46
H -14.13 23.40 -15.33
H -14.89 23.59 -14.03
O -17.67 21.83 -17.67
H -17.06 22.56 -17.74
H -18.51 22.18 -17.98
O -16.89 30.65 -18.08
H -15.95 30.62 -17.93
H -17.01 30.17 -18.90
O -14.09 23.23 -22.55
H -13.40 23.70 -23.01
H -13.99 23.50 -21.63
O -10.45 23.63 -18.29
H -10.40 22.69 -18.49
H -11.38 23.84 -18.39
O -18.18 26.78 -20.96
H -18.84 26.12 -20.76
H -17.41 26.50 -20.46
O -12.85 27.63 -14.95
H -13.01 27.37 -15.86
H -13.67 27.44 -14.50
O -17.33 26.22 -12.76
H -17.90 26.17 -11.99
H -17.93 26.36 -13.49
*
```

Results
- HOMO-LUMO gap: 6.21 eV
- Energy relative to the best compared isomer or geometry (same formula, charge and spin): 309.6 kJ/mol
- LUMO level: 0.092 Eh
- Calculated total energy: -20783.3084 eV

***

8.
One molecule with the formula C6H6O, computed with ωB97M-V/def2-TZVPD.

The geometry in ORCA input format:
```
! wB97M-V def2-TZVPD RIJCOSX def2/J DEFGRID3
* xyz 0 1
O -2.13 -0.67 0.23
C -1.11 0.16 -0.29
C -0.32 0.86 0.86
C 1.13 0.64 0.87
C 2.32 0.45 0.89
C -0.25 -0.59 -1.22
C 0.48 -1.22 -1.94
H -1.72 -1.50 0.51
H -1.65 0.93 -0.86
H -0.75 0.49 1.79
H -0.51 1.93 0.84
H 3.37 0.28 0.90
H 1.14 -1.76 -2.58
*
```

Results
- HOMO-LUMO gap: 10.90 eV
- SMILES: C#CC[C@H](O)C#C
- Energy relative to the best compared isomer or geometry (same formula, charge and spin): 387.7 kJ/mol
- LUMO level: 0.034 Eh
- Calculated total energy: -8362.4884 eV

***

9.
C32H33BMnNO6S2Si as an isolated structure, computed with ωB97M-V/def2-TZVPD.

The geometry in ORCA input format:
```
! wB97M-V def2-TZVPD RIJCOSX def2/J DEFGRID3
* xyz 0 5
Mn -1.38 -1.60 0.24
C -0.28 -2.67 4.40
C -0.41 -2.70 2.92
C 0.53 -3.57 2.15
O -1.28 -2.03 2.38
H -0.29 -3.69 4.80
H -1.07 -2.07 4.85
H 0.70 -2.25 4.65
H 1.36 -3.90 2.76
H 0.90 -3.03 1.27
H -0.04 -4.43 1.79
C -4.93 -1.67 -0.41
O -4.26 -2.93 -0.22
C -2.96 -2.82 -0.01
O -2.28 -3.81 0.20
H -5.96 -1.91 -0.65
H -4.48 -1.11 -1.23
H -4.88 -1.08 0.50
O 0.40 -1.08 0.28
Si 1.64 -0.10 0.58
C 1.25 1.65 0.05
C 2.08 2.70 0.46
C 1.86 4.01 0.04
C 0.79 4.29 -0.81
C -0.03 3.26 -1.24
C 0.19 1.96 -0.81
C 2.03 -0.10 2.42
C 2.93 -0.97 3.05
C 3.09 -0.98 4.43
C 2.33 -0.14 5.22
C 1.40 0.72 4.63
C 1.26 0.73 3.25
C 3.14 -0.70 -0.38
C 4.47 -0.43 -0.06
C 5.51 -0.87 -0.87
C 5.24 -1.60 -2.02
C 3.92 -1.88 -2.36
C 2.88 -1.44 -1.54
H 2.92 2.50 1.12
H 2.51 4.81 0.38
H 0.62 5.30 -1.15
H -0.85 3.46 -1.93
H -0.46 1.17 -1.16
H 3.53 -1.64 2.44
H 3.81 -1.65 4.88
H 2.45 -0.14 6.30
H 0.79 1.37 5.25
H 0.53 1.40 2.80
H 4.71 0.15 0.82
H 6.54 -0.65 -0.60
H 6.05 -1.94 -2.65
H 3.69 -2.45 -3.25
H 1.86 -1.69 -1.81
S -2.25 0.70 1.76
C -2.80 2.06 1.01
N -2.85 3.29 1.55
C -3.07 4.40 0.63
C -3.95 3.82 -0.47
S -3.40 2.10 -0.64
H -2.38 3.41 2.43
H -2.11 4.75 0.23
H -3.56 5.22 1.15
H -3.81 4.35 -1.41
H -5.00 3.85 -0.19
O -0.81 -1.93 -2.74
B -1.62 -1.21 -1.85
O -2.35 -0.26 -2.56
C -1.98 -0.38 -3.88
C -2.40 0.35 -4.97
C -1.84 0.00 -6.20
C -0.90 -1.02 -6.31
C -0.48 -1.75 -5.20
C -1.04 -1.40 -3.99
H -3.13 1.14 -4.87
H -2.14 0.55 -7.09
H -0.49 -1.25 -7.28
H 0.24 -2.55 -5.27
*
```

Results
- HOMO-LUMO gap (alpha / beta): 8.16 / 8.32 eV
- Expectation value of S²: 6.154
- Energy relative to the best compared isomer or geometry (same formula, charge and spin): 35.6 kJ/mol
- LUMO level (alpha / beta): 0.007 / 0.007 Eh
- Calculated total energy: -109044.2896 eV

***

10.
C27H58InO11S as an isolated structure, computed with ωB97M-V/def2-TZVPD.

The geometry in ORCA input format:
```
! wB97M-V def2-TZVPD RIJCOSX def2/J DEFGRID3
* xyz -1 1
C -2.23 -0.88 2.24
C -1.53 -1.81 3.25
C -1.35 -1.23 4.66
C -0.67 0.15 4.77
C 0.79 0.07 5.23
In 2.40 -0.40 3.79
S 1.55 -0.71 1.43
C 3.36 -2.37 4.21
C 3.80 -2.49 5.65
O 3.60 -1.29 6.44
H -2.36 0.13 2.63
H -3.23 -1.25 1.98
H -1.67 -0.82 1.31
H -0.57 -2.14 2.85
H -2.15 -2.71 3.34
H -0.74 -1.95 5.23
H -2.32 -1.22 5.14
H -1.25 0.74 5.49
H -0.74 0.69 3.82
H 0.84 -0.63 6.07
H 1.10 1.05 5.61
H 3.64 0.86 3.84
H 0.65 0.28 1.45
H 2.64 -3.16 3.96
H 4.21 -2.49 3.54
H 4.87 -2.70 5.75
H 3.29 -3.32 6.15
H 2.86 -1.42 7.03
O -4.98 0.86 1.03
C -4.34 1.12 0.05
O -4.32 0.22 -0.95
C -3.65 0.48 -2.20
C -2.18 0.16 -2.15
C -3.50 2.37 -0.04
H -3.84 1.50 -2.53
H -4.16 -0.17 -2.91
H -1.65 0.80 -1.44
H -1.76 0.31 -3.14
H -2.02 -0.87 -1.84
H -2.52 2.14 0.38
H -3.96 3.13 0.58
H -3.36 2.75 -1.05
O -2.41 0.60 -5.39
C -1.72 -0.09 -6.10
O -0.48 -0.39 -5.69
C 0.37 -1.32 -6.38
C 1.15 -0.67 -7.50
C -2.20 -0.56 -7.46
H -0.21 -2.17 -6.73
H 1.04 -1.68 -5.60
H 0.50 -0.29 -8.28
H 1.83 -1.38 -7.96
H 1.73 0.17 -7.10
H -1.93 0.20 -8.19
H -3.28 -0.63 -7.42
H -1.78 -1.50 -7.78
O 0.54 4.37 4.47
C 1.54 4.57 5.11
O 2.56 3.70 5.04
C 3.84 3.95 5.61
C 3.91 3.52 7.06
C 1.64 5.75 6.06
H 4.14 4.99 5.47
H 4.51 3.33 5.01
H 3.24 4.11 7.69
H 4.92 3.64 7.44
H 3.62 2.47 7.14
H 1.25 5.44 7.02
H 1.00 6.54 5.67
H 2.64 6.13 6.20
O 2.54 -0.83 -10.27
C 3.33 0.00 -10.63
O 4.60 -0.39 -10.90
C 5.57 0.49 -11.47
C 6.29 1.31 -10.43
C 2.97 1.46 -10.72
H 5.12 1.11 -12.24
H 6.27 -0.19 -11.97
H 5.60 1.99 -9.91
H 7.07 1.91 -10.89
H 6.74 0.66 -9.68
H 3.15 1.91 -9.74
H 1.90 1.52 -10.92
H 3.51 2.03 -11.46
O -3.01 -3.33 6.51
C -3.75 -3.54 5.59
O -4.35 -2.47 5.01
C -5.03 -2.55 3.75
C -6.48 -2.97 3.91
C -4.08 -4.93 5.10
H -4.49 -3.20 3.06
H -4.96 -1.54 3.35
H -6.57 -3.98 4.31
H -6.98 -2.94 2.94
H -6.99 -2.28 4.58
H -4.94 -5.30 5.67
H -3.22 -5.56 5.32
H -4.31 -4.99 4.05
*
```

Results
- HOMO-LUMO gap: 5.61 eV
- Energy relative to the best compared isomer or geometry (same formula, charge and spin): 0.0 kJ/mol
- LUMO level: 0.057 Eh
- Calculated total energy: -67471.4826 eV

***

Q: Which of these has the highest calculated total energy?
A: C6H6O

***

Q: Among the records above, which one has the lowest calculated total energy?
A: C32H33BMnNO6S2Si

***

Q: Which formula does entry 3 have?
A: C6H10NS